(1)
# CH4BNO4

A single CH4BNO4 molecule (ωB97M-V/def2-TZVPD, the OMol25 dataset).

Computed properties:
Molar mass in g mol⁻¹: 104.86
ΔE to the lowest compared entry with this formula, charge and spin in kJ/mol: 0.0
E_tot in a.u.: -421.24612
Lowest unoccupied orbital energy in eV: 0.52
Frontier orbital gap in eV: 11.5
SMILES: NC(=O)OB(O)O

Geometry (Å):
B (-0.92698, -0.58958, -0.78435)
C (0.65135, 0.71380, 0.75918)
N (1.89272, 0.51854, 1.19737)
O (-0.13781, 1.55020, 1.07907)
O (-1.99600, 0.28745, -0.94372)
O (-0.98837, -1.87774, -1.29396)
O (0.25131, -0.44106, -0.08767)
H (2.43781, 1.23531, 1.78871)
H (2.32656, -0.34938, 0.75886)
H (-1.88734, 1.06942, -0.51118)
H (-1.62324, -2.11696, -1.96229)

Atoms 1-2, force components in eV/Å:
-1.22 -0.73 -0.33
-2.01 -2.03 -0.73

(2)
# C81H178N10O13

A 10-piece molecular cluster, C81H178N10O13 overall (ωB97M-V/def2-TZVPD, the OMol25 dataset).

Computed properties:
Molar mass in g mol⁻¹: 1500.37
ΔE to the lowest compared entry with this formula, charge and spin in kJ/mol: 415.1
E_tot in a.u.: -4717.97984
Lowest unoccupied orbital energy in eV: 0.15
Frontier orbital gap in eV: 7.9
SMILES: CC1(C)CCCC(C)(C)N1O.CC1(C)CCCC(C)(C)N1O.CC1(C)CCCC(C)(C)N1O.CC1(C)CCCC(C)(C)N1O.CC1(C)CCCC(C)(C)N1O.CC1(C)CCCC(C)(C)N1O.CC1(C)CCCC(C)(C)N1O.COCCNCCOC.COCCNCCOC.COCCNCCOC

Geometry (Å):
C (-8.51900, 24.60961, 23.22923)
C (-7.26350, 25.29461, 23.80608)
C (-7.48547, 25.51447, 25.37018)
C (-7.28461, 24.23630, 26.17424)
C (-5.94494, 23.54816, 25.89638)
C (-5.78111, 23.26505, 24.38709)
N (-6.00547, 24.52353, 23.55469)
O (-5.83038, 24.28426, 22.19274)
C (-4.29386, 22.78608, 24.32748)
C (-6.68978, 22.10531, 23.98362)
C (-7.02184, 26.72996, 23.12595)
H (-8.29917, 24.10327, 22.28933)
H (-9.31229, 25.32597, 23.01565)
H (-8.91315, 23.79744, 23.84007)
H (-6.72307, 26.17368, 25.78524)
H (-8.50875, 25.87168, 25.48592)
H (-8.18727, 23.64430, 26.02308)
H (-7.30928, 24.48230, 27.23583)
H (-6.05874, 22.63005, 26.47276)
H (-5.11714, 24.10667, 26.33331)
H (-3.67528, 23.60458, 24.69562)
H (-4.03466, 21.98371, 25.01821)
H (-3.76499, 22.49706, 23.41927)
H (-6.43240, 21.15898, 24.45935)
H (-7.77017, 22.20465, 24.08849)
H (-6.53261, 21.93231, 22.91898)
H (-6.15357, 27.25661, 23.52199)
H (-7.93075, 27.33110, 23.10129)
H (-6.92378, 26.48876, 22.06751)
H (-4.92484, 24.50633, 21.96411)
C (8.79889, 34.82641, 25.08782)
C (9.70975, 33.59830, 25.51812)
C (8.93235, 32.37009, 24.98684)
C (9.81051, 31.03978, 25.02214)
C (11.14833, 31.30243, 24.27890)
C (11.92319, 32.50941, 24.74635)
N (11.00851, 33.66472, 24.87437)
O (11.70653, 34.85045, 25.12367)
C (12.62991, 32.17896, 26.14755)
C (12.96220, 32.77555, 23.58073)
C (9.81238, 33.56361, 27.03496)
H (8.60903, 34.80792, 24.01464)
H (9.26334, 35.78787, 25.30682)
H (7.79884, 34.70305, 25.50348)
H (7.99975, 32.24245, 25.53643)
H (8.63502, 32.55118, 23.95393)
H (9.23098, 30.24028, 24.56060)
H (10.01619, 30.76169, 26.05580)
H (10.88819, 31.32634, 23.22066)
H (11.77073, 30.40948, 24.33666)
H (12.93178, 33.13600, 26.57306)
H (12.08389, 31.63272, 26.91669)
H (13.54999, 31.63914, 25.92363)
H (13.50616, 33.69673, 23.78963)
H (13.71955, 31.99163, 23.58326)
H (12.56949, 32.89574, 22.57106)
H (10.20664, 32.66624, 27.51181)
H (8.81869, 33.79317, 27.41963)
H (10.46351, 34.30237, 27.50226)
H (11.69745, 35.28229, 24.26633)
C (5.20697, 25.43978, 32.97613)
C (6.37263, 26.15124, 32.22509)
C (5.76352, 26.78236, 30.92351)
C (6.61416, 27.91402, 30.32785)
C (7.01511, 28.91675, 31.33956)
C (7.73155, 28.38258, 32.66665)
N (6.97551, 27.16752, 33.13129)
O (7.48774, 26.62643, 34.28391)
C (9.27969, 28.10447, 32.31979)
C (7.54427, 29.38784, 33.76624)
C (7.48459, 25.14263, 31.81474)
H (4.47452, 26.19631, 33.25768)
H (5.60257, 25.09303, 33.93078)
H (4.63050, 24.74766, 32.36232)
H (5.68275, 26.03222, 30.13682)
H (4.75060, 27.17004, 31.03211)
H (6.13990, 28.41314, 29.48283)
H (7.56008, 27.49493, 29.98476)
H (6.11629, 29.45410, 31.64204)
H (7.67604, 29.61377, 30.82436)
H (9.32687, 27.65740, 31.32681)
H (9.83001, 29.04528, 32.33142)
H (9.75328, 27.46420, 33.06402)
H (8.32257, 29.23099, 34.51306)
H (7.90283, 30.34438, 33.38603)
H (6.52684, 29.52085, 34.13400)
H (8.20735, 24.89324, 32.59161)
H (8.10005, 25.66395, 31.08157)
H (7.15235, 24.27614, 31.24299)
H (7.20382, 27.34785, 34.85007)
C (3.56591, 18.73286, 25.49752)
C (4.59028, 19.83385, 25.14886)
C (5.98658, 19.23825, 24.84835)
C (6.14936, 18.56666, 23.43029)
C (5.57340, 19.38358, 22.29893)
C (4.14308, 19.88818, 22.53934)
N (4.06024, 20.58467, 23.93095)
O (2.78911, 21.25163, 24.08329)
C (3.88262, 20.96050, 21.45175)
C (3.07069, 18.75906, 22.37059)
C (4.84566, 20.84765, 26.29607)
H (3.56475, 18.44355, 26.54842)
H (3.78376, 17.80595, 24.96697)
H (2.58473, 19.08040, 25.17410)
H (6.79688, 19.95128, 25.00036)
H (6.23367, 18.35310, 25.43448)
H (5.61538, 17.61851, 23.49328)
H (7.20475, 18.33821, 23.28172)
H (5.74629, 18.87116, 21.35255)
H (6.21934, 20.26154, 22.30397)
H (3.90937, 20.57915, 20.43099)
H (2.94821, 21.48279, 21.65713)
H (4.63472, 21.74879, 21.48397)
H (2.09785, 19.21968, 22.54233)
H (3.08600, 18.44452, 21.32707)
H (3.27201, 17.92300, 23.04035)
H (5.20458, 20.40051, 27.22308)
H (3.87046, 21.27249, 26.53396)
H (5.38379, 21.74383, 25.98724)
H (3.08988, 22.13047, 24.32572)
C (-2.41001, 34.28503, 26.15084)
C (-1.76043, 32.87225, 26.60485)
C (-0.98910, 32.15308, 25.42122)
C (0.33563, 32.77036, 25.02207)
C (1.23984, 32.86430, 26.24571)
C (0.58686, 33.51849, 27.57595)
N (-0.79796, 33.08010, 27.71671)
O (-1.40910, 33.71913, 28.90633)
C (1.47670, 32.85209, 28.73735)
C (0.66577, 35.06353, 27.49824)
C (-2.98883, 32.00848, 27.08006)
H (-3.16706, 34.27641, 25.36668)
H (-1.66446, 35.00061, 25.80415)
H (-3.01975, 34.66949, 26.96847)
H (-0.98063, 31.07002, 25.54376)
H (-1.52247, 32.49237, 24.53325)
H (0.16909, 33.75113, 24.57657)
H (0.77756, 32.16976, 24.22704)
H (2.02370, 33.55944, 25.94496)
H (1.71107, 31.90235, 26.44742)
H (1.33259, 33.23174, 29.74888)
H (1.24645, 31.78789, 28.68664)
H (2.55262, 32.97505, 28.61334)
H (-0.00591, 35.54321, 26.78630)
H (0.41266, 35.56148, 28.43424)
H (1.62288, 35.51344, 27.23435)
H (-2.62696, 30.98037, 27.06809)
H (-3.85107, 32.01794, 26.41332)
H (-3.34359, 32.32016, 28.06246)
H (-1.05262, 33.17852, 29.61504)
C (-1.98563, 20.13361, 30.06123)
C (-1.50533, 20.03614, 31.56405)
C (-1.73285, 21.41348, 32.29704)
C (-3.20737, 21.60324, 32.70913)
C (-3.68967, 20.45579, 33.58145)
C (-3.41650, 19.10311, 32.95588)
N (-2.08950, 19.00238, 32.38504)
O (-1.89361, 17.71493, 31.81313)
C (-3.59845, 18.11117, 34.07191)
C (-4.58411, 18.74696, 31.96311)
C (0.01392, 19.86881, 31.65762)
H (-3.05738, 20.17846, 29.86776)
H (-1.88185, 19.14801, 29.60744)
H (-1.40914, 20.85087, 29.47703)
H (-1.11525, 21.52248, 33.18855)
H (-1.46690, 22.16556, 31.55424)
H (-3.90344, 21.56496, 31.87121)
H (-3.44646, 22.58774, 33.11125)
H (-4.76727, 20.61856, 33.60139)
H (-3.26442, 20.65383, 34.56534)
H (-4.58862, 18.19718, 34.51943)
H (-3.46858, 17.08206, 33.73702)
H (-2.98941, 18.42844, 34.91838)
H (-4.62694, 19.35458, 31.05919)
H (-4.40650, 17.70934, 31.68044)
H (-5.56601, 18.82823, 32.42935)
H (0.33784, 19.80227, 32.69624)
H (0.60027, 20.66253, 31.19468)
H (0.35150, 18.94501, 31.18781)
H (-1.24637, 17.34151, 32.41582)
C (12.70930, 25.30254, 17.78839)
C (11.36956, 26.00772, 17.54681)
C (11.54895, 26.86691, 16.21805)
C (10.21744, 27.35671, 15.61630)
C (9.48156, 26.01590, 15.32466)
C (9.06805, 25.26786, 16.66741)
N (10.32541, 24.96094, 17.38012)
O (10.15003, 24.08882, 18.42029)
C (8.02844, 26.12832, 17.47710)
C (8.43312, 23.95517, 16.26153)
C (11.21999, 26.95585, 18.81833)
H (13.52304, 25.97929, 18.04905)
H (12.98259, 24.70033, 16.92192)
H (12.60624, 24.65505, 18.65916)
H (12.10974, 27.77727, 16.42980)
H (12.16162, 26.39026, 15.45284)
H (10.44476, 27.79748, 14.64566)
H (9.75014, 28.16049, 16.18522)
H (10.17052, 25.40538, 14.74096)
H (8.52215, 26.11402, 14.81671)
H (7.11333, 26.23249, 16.89417)
H (7.64776, 25.59616, 18.34887)
H (8.39360, 27.10346, 17.79937)
H (9.08011, 23.50236, 15.51023)
H (8.17944, 23.26761, 17.06838)
H (7.51218, 24.18695, 15.72651)
H (12.03826, 27.65105, 19.00600)
H (11.00980, 26.41198, 19.73926)
H (10.41748, 27.66747, 18.62423)
H (10.60769, 23.32129, 18.06954)
C (21.11105, 24.32670, 18.77506)
O (20.62981, 25.09520, 19.89574)
C (21.44108, 26.28270, 20.10687)
C (21.26849, 26.70605, 21.58561)
N (19.93356, 27.12477, 21.93341)
C (19.53650, 27.34326, 23.30287)
C (18.14704, 26.73869, 23.58609)
O (18.04239, 25.31806, 23.20488)
C (17.58351, 24.87796, 21.91114)
H (20.73763, 23.30804, 18.87995)
H (22.19863, 24.25774, 18.75186)
H (20.80259, 24.77818, 17.83213)
H (21.25752, 27.06275, 19.36801)
H (22.50155, 26.04131, 20.03457)
H (22.13857, 27.32375, 21.80808)
H (21.51125, 25.84988, 22.21499)
H (19.26745, 26.56808, 21.41717)
H (19.40209, 28.42411, 23.34562)
H (20.27963, 27.01997, 24.03180)
H (17.39918, 27.21360, 22.95106)
H (17.86521, 26.92907, 24.62167)
H (17.74206, 25.53389, 21.05515)
H (16.51011, 25.03190, 22.02163)
H (17.70897, 23.83246, 21.62950)
C (2.53084, 26.05195, 26.05646)
O (3.27739, 25.70670, 24.92028)
C (4.04323, 26.79132, 24.35004)
C (5.19870, 26.30083, 23.46316)
N (6.22078, 25.55736, 24.28544)
C (7.32819, 25.03439, 23.44647)
C (8.58820, 24.71404, 24.18054)
O (9.05149, 25.90857, 24.84781)
C (10.20219, 25.75050, 25.59049)
H (1.79998, 26.83767, 25.86515)
H (3.20914, 26.34817, 26.85662)
H (2.01278, 25.12975, 26.31965)
H (4.54241, 27.36018, 25.13446)
H (3.43356, 27.47795, 23.76273)
H (5.71252, 27.18073, 23.07604)
H (4.69499, 25.78572, 22.64522)
H (5.77603, 24.74069, 24.67959)
H (7.57919, 25.91890, 22.86102)
H (6.97097, 24.22145, 22.81431)
H (9.41239, 24.26708, 23.62464)
H (8.30102, 24.07988, 25.01927)
H (10.49519, 26.69213, 26.05479)
H (11.00035, 25.39729, 24.93759)
H (9.94782, 24.94136, 26.27510)
C (19.71939, 22.91322, 35.36742)
O (18.29567, 23.09211, 35.12670)
C (17.54592, 21.92345, 35.18919)
C (16.09781, 22.18529, 34.69959)
N (15.93833, 21.93766, 33.31856)
C (14.53583, 22.32304, 32.83409)
C (14.42507, 22.12699, 31.33715)
O (15.33803, 22.96058, 30.71331)
C (15.67764, 22.47953, 29.42968)
H (20.26219, 22.12692, 34.84282)
H (19.88154, 22.59590, 36.39753)
H (20.26458, 23.85588, 35.31963)
H (17.44915, 21.48055, 36.18044)
H (18.03340, 21.11707, 34.64126)
H (15.84545, 23.20000, 35.00751)
H (15.38038, 21.50583, 35.15970)
H (16.65524, 22.27588, 32.69266)
H (14.01508, 23.21184, 33.19041)
H (13.93814, 21.48302, 33.18796)
H (13.41906, 22.38840, 31.00894)
H (14.46509, 21.05742, 31.13087)
H (16.27050, 23.26208, 28.95615)
H (14.88520, 22.27829, 28.70880)
H (16.33703, 21.62458, 29.57914)

Atoms 1-2, force components in eV/Å:
0.17 -0.16 -0.56
0.30 1.19 0.52